# 1
{
  "formula": "C4H7N3",
  "method": "the ωB97M-V functional and the def2-TZVPD basis",
  "species": ["N", "C", "C", "C", "N", "C", "N", "H", "H", "H", "H", "H", "H", "H"],
  "xyz": [[0.59731, -0.62497, 2.41542], [0.25701, -0.22387, 1.10238], [-0.42440, 0.87370, 0.64463], [-0.51153, 0.56518, -0.77763], [-0.89845, 1.45116, -1.81593], [0.16086, -0.69586, -1.08487], [0.60846, -1.14355, 0.09301], [1.59377, -0.52306, 2.59144], [0.11308, -0.00143, 3.05221], [-1.24178, -0.42412, -0.83504], [-0.08985, 1.77870, -2.33281], [-1.33189, 2.25780, -1.37798], [0.28579, -1.21076, -2.02903], [0.89631, -2.09638, 0.27605]],
  "lowdin_charge": [0.06, -0.44, -0.01, -0.47, 0.06, -0.09, 0.07, 0.08, 0.07, 0.21, 0.08, 0.08, 0.14, 0.15],
  "e_lumo_ev": 0.689,
  "total_energy_ha": -320.74978,
  "relative_energy_kcal_mol": 83.8,
  "max_force_ev_per_a": 0.5
}

***

# 2
{
  "formula": "C4H7N3",
  "method": "the ωB97M-V functional and the def2-TZVPD basis",
  "species": ["C", "N", "C", "N", "N", "C", "C", "H", "H", "H", "H", "H", "H", "H"],
  "xyz": [[2.25332, -0.17135, 0.34249], [1.53240, 0.12775, -0.89033], [0.20294, 0.32033, -0.71330], [-0.68852, 1.14607, -0.99472], [-2.92664, -0.03766, -0.64352], [-2.13038, -0.45439, 0.25315], [-0.78956, 0.16625, 0.30155], [1.79425, -1.05213, 0.79897], [3.28700, -0.40368, 0.08409], [2.24258, 0.64501, 1.08711], [1.91363, 0.90255, -1.42212], [-3.83056, -0.49228, -0.58279], [-2.40858, -1.14080, 1.06383], [-0.45185, 0.44434, 1.31559]],
  "lowdin_charge": [-0.10, -0.01, -0.45, 0.22, 0.09, -0.24, -0.17, 0.09, 0.08, 0.09, 0.14, 0.04, 0.10, 0.12],
  "e_lumo_ev": 0.848,
  "total_energy_ha": -320.77023,
  "relative_energy_kcal_mol": 71.0,
  "smiles": "[H]/N=C/[C@@H]1N=C1NC",
  "max_force_ev_per_a": 1.2
}